{
  "formula": "C5H4KO2",
  "method": "ωB97M-V/def2-TZVPD",
  "e_tot_ha": -942.6119,
  "multiplicity": 2,
  "total_charge": 2,
  "e_homo_ha": [-0.7096, -0.7096],
  "symbols": ["C", "C", "H", "H", "O", "C", "K", "O", "C", "C", "H", "H"],
  "xyz": [[1.325206, 0.612573, -0.687997], [0.917738, 1.049287, 0.499253], [0.862247, 0.364570, 1.352937], [0.608784, 2.091896, 0.627774], [-5.429123, 0.097034, 2.903375], [-4.462190, -0.084790, 2.305922], [-1.400788, -0.725467, 0.212532], [-3.507284, -0.283306, 1.669832], [2.806471, -0.816913, -2.244431], [1.949338, -0.017267, -1.617777], [2.718362, -1.906379, -2.173935], [3.611238, -0.381237, -2.847484]],
  "forces_ev_per_a": [[1.19, -1.15, -0.32], [-0.07, 0.83, -0.45], [0.37, 0.26, -0.11], [-0.03, -0.21, 0.09], [0.86, -0.09, -0.36], [-1.82, 0.19, 0.81], [-0.83, -0.47, -0.02], [0.92, -0.08, -0.41], [-0.05, 0.29, -0.36], [-0.48, 0.35, 1.15], [-0.07, 0.22, -0.19], [0.01, -0.15, 0.18]],
  "lowdin_charge": [0.014, 0.121, 0.113, 0.134, 0.301, -0.363, 1.018, 0.050, 0.261, 0.073, 0.137, 0.142]
}